A 11-piece molecular cluster, C39H102N2O27S9 overall in a non-equilibrium geometry, computed with the ωB97M-V functional and the def2-TZVPD basis.

```
! RIJCOSX wB97M-V def2-TZVPD def2/J DEFGRID3
* xyz 0 1
C 3.57347 -1.79069 -2.46890
C 2.36970 -1.58928 -3.37489
N 1.10724 -1.75164 -2.63669
C 0.82664 -3.16157 -2.31830
C 0.53962 -4.12181 -3.48022
C -0.00677 -1.20600 -3.41701
C -1.31613 -1.16031 -2.63766
H 3.61386 -2.74631 -1.94995
H 3.51163 -1.06179 -1.65231
H 4.49965 -1.53617 -2.98501
H 2.43376 -0.60348 -3.83594
H 2.36843 -2.34359 -4.17387
H 1.68542 -3.56884 -1.77791
H 0.01300 -3.22626 -1.59393
H -0.49130 -4.01304 -3.81404
H 1.18602 -3.96429 -4.34776
H 0.81131 -5.13737 -3.19360
H -0.09942 -1.73264 -4.37557
H 0.25260 -0.15984 -3.59558
H -1.90289 -0.29678 -2.95334
H -1.14628 -0.96228 -1.57646
H -1.91301 -2.07116 -2.69186
C -0.24098 4.07429 -3.64991
C -0.93552 3.47801 -2.43162
N -2.05603 4.25842 -1.91146
C -2.32632 3.89566 -0.50567
C -2.75002 2.44943 -0.30915
C -3.24258 4.07954 -2.74326
C -4.33703 5.10842 -2.48286
H 0.70657 3.54461 -3.76263
H -0.09541 5.13423 -3.43877
H -0.82138 3.96799 -4.56636
H -1.22297 2.44309 -2.67441
H -0.20246 3.46436 -1.62009
H -1.41936 4.09482 0.07072
H -3.04880 4.61694 -0.11900
H -2.65052 2.24872 0.76256
H -3.76715 2.20139 -0.59794
H -2.00877 1.77127 -0.72948
H -3.69237 3.07926 -2.79499
H -2.96479 4.29212 -3.78188
H -4.84853 4.89323 -1.53651
H -5.08713 5.05873 -3.27188
H -3.97190 6.12561 -2.34336
O -5.42173 -1.91656 -2.36834
S -5.07288 -0.69703 -1.67388
O -3.77250 -0.49782 -1.06514
O -5.37182 0.53921 -2.66459
C -6.60724 0.57106 -3.40788
C -6.59701 1.86015 -4.20307
C -6.30812 -0.35010 -0.40149
H -7.49807 0.45901 -2.78964
H -6.57342 -0.27604 -4.09614
H -6.53468 2.73246 -3.55480
H -7.53824 1.90118 -4.75709
H -5.81319 1.87795 -4.95762
H -6.01112 -0.86794 0.50781
H -7.20472 -0.81326 -0.81239
H -6.41509 0.71965 -0.25984
O -0.41548 7.19983 6.93802
S 0.56655 6.70933 6.00688
O 1.92333 6.43642 6.39825
O -0.07718 5.39359 5.30041
C 0.76955 4.60050 4.46550
C -0.07157 3.61639 3.69425
C 0.60077 7.80941 4.54723
H 1.46391 4.01258 5.07130
H 1.33823 5.24841 3.79832
H -0.36577 2.72954 4.26059
H 0.53672 3.20230 2.88674
H -1.00291 4.04686 3.32422
H 1.28642 7.40725 3.81233
H 0.76041 8.83783 4.84691
H -0.42374 7.64490 4.21096
O 1.05089 -5.72098 0.66986
S 1.40063 -4.72800 1.64675
O 0.43436 -3.85221 2.26569
O 2.16368 -5.50516 2.83541
C 3.16558 -6.46609 2.47062
C 3.71915 -7.00953 3.76000
C 2.65566 -3.63419 0.93790
H 3.89220 -6.01908 1.79119
H 2.67719 -7.29428 1.95058
H 2.86820 -7.43835 4.29756
H 4.11638 -6.21935 4.39707
H 4.42882 -7.82875 3.66509
H 2.97736 -3.00094 1.75906
H 2.19915 -3.09127 0.11761
H 3.50896 -4.25728 0.67984
O 2.11170 -2.94361 4.83315
S 3.51576 -2.76068 4.68649
O 4.29253 -3.51399 3.75309
O 3.83599 -1.20059 4.42317
C 2.92446 -0.22689 4.92714
C 3.52054 1.16913 4.86843
C 4.34473 -2.97025 6.30747
H 2.62471 -0.43862 5.95888
H 1.99708 -0.28683 4.34972
H 4.40435 1.14818 5.51466
H 2.80502 1.86161 5.30891
H 3.90453 1.52950 3.91637
H 5.40148 -2.76528 6.15259
H 4.13398 -3.99893 6.58408
H 4.00529 -2.23327 7.03204
O 7.77249 2.66196 -0.75931
S 6.63466 3.48798 -1.03579
O 6.53349 4.79004 -0.45622
O 6.49179 3.72341 -2.64159
C 6.71767 2.62846 -3.50810
C 8.20224 2.53593 -3.88983
C 5.10390 2.57236 -0.70321
H 6.13195 2.67812 -4.42496
H 6.45704 1.68229 -3.02323
H 8.39910 1.83485 -4.70210
H 8.78634 2.30136 -3.00186
H 8.58980 3.48942 -4.25764
H 5.04296 2.44634 0.37878
H 5.15122 1.59704 -1.17668
H 4.22191 3.18420 -0.87493
O -2.67572 -5.52229 1.60261
S -3.55446 -5.24358 0.50254
O -3.81705 -6.27341 -0.47645
O -4.99204 -4.84032 1.15641
C -6.05058 -4.49967 0.23069
C -7.18305 -3.91871 1.06182
C -3.06814 -3.64197 -0.19786
H -6.34552 -5.43345 -0.25152
H -5.66117 -3.82933 -0.53845
H -8.01730 -3.65537 0.41159
H -6.83350 -3.11422 1.70069
H -7.56105 -4.78021 1.61663
H -1.98891 -3.67728 -0.32610
H -3.29302 -2.90276 0.57005
H -3.65542 -3.48550 -1.09716
O 2.83340 2.04344 1.24253
S 2.25514 0.77359 0.86900
O 3.11791 -0.38096 0.83618
O 0.91230 0.57545 1.79151
C 0.13723 -0.62722 1.69799
C -1.28626 -0.29462 1.31011
C 1.38996 0.92776 -0.72001
H 0.22478 -1.12213 2.66815
H 0.57563 -1.35577 1.00961
H -1.23039 0.05530 0.27456
H -1.79455 0.46854 1.88940
H -1.89485 -1.19146 1.20767
H 0.57210 1.62483 -0.56780
H 1.02025 -0.06201 -0.99629
H 2.15371 1.21827 -1.44030
O -4.91322 -0.99959 4.90450
S -4.11617 -1.46799 3.79128
O -4.26314 -0.94289 2.46221
O -2.54989 -1.23432 4.19220
C -2.12570 -1.66419 5.49742
C -0.71248 -1.13383 5.63191
C -4.21233 -3.27858 3.73554
H -2.24377 -2.74777 5.51086
H -2.67661 -1.22319 6.33210
H -0.40208 -1.08492 6.68150
H -0.57399 -0.11071 5.28451
H 0.01946 -1.79505 5.16740
H -5.21884 -3.41462 3.35221
H -4.05905 -3.73422 4.70723
H -3.45328 -3.59625 3.02482
O 3.03743 3.50065 -5.64581
S 3.02329 2.21713 -5.00159
O 3.53388 2.02849 -3.66019
O 1.52681 1.58351 -5.04775
C 0.73756 1.87866 -6.20924
C -0.40545 0.89256 -6.21640
C 3.84786 1.11175 -6.14537
H 1.27356 1.68891 -7.14330
H 0.34600 2.89140 -6.22710
H -0.95176 1.00731 -5.27373
H -0.10989 -0.15631 -6.24960
H -1.12687 1.04213 -7.01917
H 3.80684 0.07487 -5.81978
H 4.89695 1.40170 -6.10403
H 3.37610 1.30061 -7.10322
*
```

HOMO: -8.695 eV
gap between HOMO and LUMO: 8.77 eV
structure (SMILES): CCOS(C)(=O)=O.CCOS(C)(=O)=O.CCOS(C)(=O)=O.CCOS(C)(=O)=O.CCOS(C)(=O)=O.CCOS(C)(=O)=O.CCOS(C)(=O)=O.CCOS(C)(=O)=O.CCOS(C)(=O)=O.CCN(CC)CC.CCN(CC)CC